(1)
# C36H39ClP2Pd

A structure of composition C36H39ClP2Pd (ωB97M-V with the def2-TZVPD basis set, the OMol25 dataset).

Element x y z (Å)
Pd -0.923767 2.333154 0.336581
C 3.006361 -3.067058 0.486489
C 2.838415 -2.571529 -0.747247
C 2.358456 -3.431331 -1.890921
C 1.285116 -4.496440 -1.530247
C 0.191628 -3.941718 -0.650582
C 0.164571 -3.943636 0.689698
C 1.244231 -4.580527 1.518584
C 2.682080 -4.456413 0.967658
C -2.857784 3.244613 0.701491
H 3.458398 -2.452750 1.277161
H 3.222521 -1.579048 -1.000034
H 3.233074 -3.933881 -2.334070
H 1.904295 -2.825443 -2.691793
H 0.783614 -4.751655 -2.478816
H 1.744869 -5.421271 -1.163767
H -0.654505 -3.567568 -1.239763
H -0.745513 -3.673400 1.224561
H 0.982130 -5.640188 1.646677
H 1.277220 -4.141122 2.523026
H 3.343225 -4.611046 1.832856
H 2.911872 -5.258945 0.264314
H -2.765322 3.594876 1.750842
H -3.682742 2.520808 0.555972
H -2.913540 4.098768 -0.005945
P 1.018826 1.522362 -0.495660
P -1.965606 0.381063 0.089325
C 0.573900 -0.177476 -0.867511
C -0.698441 -0.633601 -0.688680
C 1.721349 2.278482 -1.986487
C 2.440458 1.506788 -2.917223
C 3.006577 2.122418 -4.035060
C 2.845398 3.489587 -4.260659
C 2.102504 4.245438 -3.355846
C 1.559394 3.654638 -2.215458
C 2.259552 1.619898 0.829897
C 1.865406 1.344927 2.152880
C 2.788932 1.457849 3.186200
C 4.120701 1.788225 2.930962
C 4.508659 2.056323 1.614695
C 3.593786 1.980240 0.567205
C -3.507673 0.382956 -0.875296
C -3.584814 1.064673 -2.104164
C -4.731396 0.949903 -2.889772
C -5.801466 0.152628 -2.485346
C -5.741316 -0.490926 -1.248468
C -4.608126 -0.379719 -0.446661
C -2.334627 -0.263351 1.744401
C -2.867117 0.586973 2.725789
C -3.182321 0.074174 3.982949
C -2.991410 -1.274347 4.263263
C -2.442228 -2.118142 3.294114
C -2.111772 -1.611430 2.037484
H 1.388511 -0.812908 -1.244593
H -1.026650 -1.628931 -1.021703
H 2.540735 0.436857 -2.757661
H 3.575939 1.523301 -4.736212
H 3.300397 3.959580 -5.129873
H 1.954067 5.306781 -3.535624
H 1.016576 4.254915 -1.490333
H 0.835133 1.080095 2.358115
H 2.461228 1.283709 4.210626
H 4.840926 1.828346 3.741184
H 5.540665 2.336231 1.408128
H 3.895181 2.207966 -0.446975
H -2.737211 1.660461 -2.440941
H -4.786820 1.471501 -3.839872
H -6.667901 0.018637 -3.128173
H -6.575144 -1.097709 -0.912743
H -4.557767 -0.900772 0.506831
H -3.019528 1.639748 2.502261
H -3.585791 0.739655 4.742346
H -3.277543 -1.678769 5.232381
H -2.277023 -3.166043 3.505261
H -1.679582 -2.243568 1.271059
Cl 1.113677 4.690732 1.257471
C -0.464551 4.376960 0.555168
H -1.214097 4.754723 1.257852
H -0.519455 4.800704 -0.453578

Cartesian forces, eV/Å:
-0.40 0.95 0.81
0.26 0.54 -0.09
0.51 -0.85 0.32
-0.29 -0.02 -0.24
-0.13 0.13 -0.64
-0.26 -0.13 0.28
-0.03 -0.76 -0.77
0.12 0.17 0.23
0.31 -0.10 0.62
-2.04 0.75 0.16
-0.24 0.09 -0.47
-0.07 -0.19 0.22
-0.27 0.13 -0.02
0.34 0.11 0.21
0.33 -0.14 0.28
-0.37 0.36 -0.02
0.08 -0.09 0.46
0.37 -0.02 -0.22
0.16 0.13 0.10
-0.34 -0.04 -0.11
-0.12 -0.23 -0.28
0.06 0.38 0.05
0.05 -0.39 -0.63
0.60 0.49 0.04
0.09 -0.72 0.31
2.05 -2.24 -1.17
-0.05 -3.19 -1.10
1.24 1.36 0.20
-2.32 -0.12 0.47
0.31 0.20 0.08
-0.22 0.28 -0.12
-0.10 -0.30 0.28
-0.18 -0.08 0.33
-0.04 0.07 0.08
0.15 -0.15 -0.08
-0.36 0.14 -0.07
0.41 0.23 0.16
-0.43 -0.25 0.19
-0.36 0.00 -0.43
0.09 -0.08 -0.26
0.00 0.35 0.26
0.11 -0.18 0.16
-0.11 -0.11 -0.06
0.39 0.14 -0.05
0.28 -0.03 0.36
0.17 -0.08 0.09
-0.15 0.09 0.11
-0.02 0.77 -0.06
-0.04 -0.12 0.35
-0.10 0.40 -0.13
0.05 -0.10 -0.11
0.01 0.32 -0.49
0.13 -0.13 0.24
-0.57 0.31 0.02
0.20 0.64 -0.04
0.10 0.13 -0.15
-0.02 0.04 0.06
-0.15 -0.11 0.17
0.04 -0.16 0.07
0.24 -0.03 -0.31
-0.04 -0.11 0.12
0.11 -0.04 -0.25
-0.10 0.09 -0.11
-0.23 -0.13 -0.02
0.07 0.03 0.04
-0.18 -0.08 -0.05
0.07 -0.06 0.11
0.14 0.13 0.14
0.11 0.02 -0.03
-0.10 0.07 -0.17
-0.07 -0.32 0.23
0.04 -0.16 -0.12
0.13 0.13 -0.18
-0.04 -0.01 0.01
-0.15 0.16 0.18
-0.85 -0.32 -0.46
1.42 2.52 1.04
0.33 -0.16 -0.31
-0.14 -0.33 0.13

Computed properties:
E_LUMO (alpha / beta) = -6.0 / -10.1 eV
Orbital gap (alpha / beta) = 4.59 / 3.11 eV
F_max = 3.4 eV Å⁻¹
Multiplicity = 5
Energy relative to the best compared isomer or geometry (same formula, charge and spin) = 28.2 kcal/mol
Net charge = +2



(2)
# C4H17NO3

A cluster of 4 separate species, C4H17NO3 in total (ωB97M-V with the def2-TZVPD basis set, the OMol25 dataset).

Element x y z (Å)
C 1.183474 -0.577236 -3.000307
C 1.016807 -0.165347 -1.509679
C 0.757244 -1.366787 -0.701477
C 0.337769 -1.338555 0.749384
N 2.195003 -1.998399 -0.563094
H 1.781538 -1.528323 -2.952992
H 0.124256 -0.696681 -3.405626
H 1.475074 0.248453 -3.603408
H 0.086941 0.598130 -1.438596
H 1.915415 0.485826 -1.285185
H 0.117336 -2.147715 -1.171279
H 0.776005 -2.263907 1.178203
H 0.711496 -0.586771 1.328814
H -0.838383 -1.388613 0.857819
H 2.357236 -2.020879 0.361770
H 2.908063 -1.426264 -0.917258
O -3.709031 3.923866 0.398661
H -4.242552 3.603962 1.070252
H -2.817513 3.962254 0.684113
O -1.359464 6.910085 1.101391
H -1.699252 6.005260 0.973090
H -0.771169 7.021409 1.808409
O -1.056285 -4.778285 3.409731
H -0.386146 -5.244853 3.943321
H -0.863860 -5.230621 2.683945

Cartesian forces, eV/Å:
-2.33 -0.88 1.08
-2.26 3.85 -1.67
3.16 -2.11 1.40
-3.52 -2.40 -0.81
-2.71 -0.88 -3.29
-0.48 1.09 -1.01
1.30 -0.80 0.47
1.30 0.39 -0.45
1.90 -1.54 -0.15
-0.92 -1.07 0.64
0.46 0.85 -0.30
-0.91 0.27 -0.01
0.95 2.46 1.28
2.33 0.17 -0.04
0.86 -0.44 3.87
0.86 1.03 -1.02
0.31 1.09 -2.78
-1.34 -0.96 2.16
1.05 -0.22 0.62
-1.77 -0.20 -2.21
0.65 0.78 0.65
1.11 -0.49 1.56
0.00 1.89 5.15
-0.50 0.75 0.74
0.51 -2.64 -5.90

Computed properties:
E_LUMO = 0.4 eV
Orbital gap = 9.59 eV
F_max = 6.5 eV Å⁻¹
Energy relative to the best compared isomer or geometry (same formula, charge and spin) = 64.6 kcal/mol
SMILES string = CC[C@H](C)N.O.O.O



(3)
# C22H49BrN3O11P2S5

A cluster of 4 separate species, C22H49BrN3O11P2S5 in total (ωB97M-V with the def2-TZVPD basis set, the OMol25 dataset).

Element x y z (Å)
C -5.672616 0.774195 -2.013661
C -5.453616 -0.850025 -2.090683
C -3.875975 -1.319137 -1.876359
O -3.263203 -0.246757 -1.031461
C -1.774778 -0.439720 -1.003462
N -1.162843 0.255865 -2.189928
P -0.402108 -1.082344 -3.162481
N 0.909922 -1.717359 -2.474212
C -0.230335 1.406684 -1.896122
Br 1.255420 1.549482 -3.300112
C -1.045749 2.850608 -2.134729
S -1.555692 3.083190 -3.966520
C -0.405808 4.284453 -4.826471
C -0.223565 3.704228 -6.384534
C 0.572698 1.325622 -0.474479
O 2.032802 1.096206 -0.751629
S 0.553949 2.893371 0.572021
O 0.187459 0.233774 0.424779
C -1.246524 -0.020982 0.468807
O -2.077105 0.995294 1.123958
P -1.448065 -1.616868 1.573951
N 0.135509 -2.387988 1.868742
O -2.101251 -1.110981 3.138359
H -6.841397 0.967006 -2.145915
H -5.159090 1.335713 -2.926355
H -5.397008 1.256701 -0.970411
H -6.073531 -1.378359 -1.250358
H -5.764475 -1.190777 -3.185851
H -3.784076 -2.388641 -1.408582
H -3.397556 -1.311251 -2.960581
H -1.634021 -1.621040 -1.104530
H -1.997446 0.526570 -2.795658
H -1.402756 -2.157677 -3.208851
H -0.242954 -0.636380 -4.521369
H 1.113725 -1.186461 -1.600482
H -1.956064 2.971456 -1.402222
H -0.328549 3.793136 -1.974322
H 0.650944 4.403145 -4.285294
H -0.973088 5.308620 -4.944320
H 0.811176 3.164513 -6.547799
H -1.048312 2.858233 -6.550237
H -0.460820 4.527748 -7.198485
H 2.555435 1.874678 -0.356454
H 0.810088 2.533764 1.929080
H -2.971465 0.644269 1.408809
H -0.102947 -3.299816 2.360298
H 0.645945 -1.838809 2.603556
H -1.689821 -0.239356 3.416160
C 1.234511 -4.235863 6.943697
C -0.130618 -4.888445 7.156202
C -0.716728 -5.185343 5.776928
S 0.675561 -5.420328 4.682410
O 0.679753 -4.351036 3.706331
O 0.753595 -6.816936 4.303135
C 1.937972 -5.083499 5.894218
H 1.810212 -4.186795 7.872562
H 1.101392 -3.212618 6.572634
H -0.004439 -5.825044 7.712799
H -0.799084 -4.247621 7.739636
H -1.328364 -6.091066 5.786224
H -1.304224 -4.342803 5.401902
H 2.780586 -4.573472 5.424263
H 2.262795 -6.040297 6.313828
C 3.750759 -4.874740 -2.651418
C 4.020931 -3.382889 -2.841129
C 5.384652 -3.245962 -3.516098
S 5.621773 -4.737420 -4.470554
O 6.729672 -5.476456 -3.902646
O 5.545168 -4.417549 -5.882031
C 4.103295 -5.529770 -3.978596
H 2.710682 -5.066826 -2.372185
H 4.393994 -5.268657 -1.855480
H 3.245465 -2.950847 -3.485277
H 3.995384 -2.842779 -1.889537
H 5.418986 -2.379597 -4.181494
H 6.190927 -3.182774 -2.780165
H 4.252948 -6.607866 -3.899249
H 3.348809 -5.308822 -4.739502
C -1.565629 7.766584 2.959232
C -0.688825 7.895038 1.714518
C 0.717728 7.435733 2.094933
S 0.516554 6.256960 3.422217
O 1.102489 6.812177 4.624111
O 0.849119 4.932096 2.937874
C -1.256001 6.395791 3.542162
H -2.627979 7.871025 2.720207
H -1.301483 8.549684 3.679941
H -1.085438 7.250200 0.920907
H -0.679113 8.919841 1.330351
H 1.224514 6.953940 1.254955
H 1.322759 8.266522 2.468291
H -1.569628 6.290360 4.582116
H -1.695898 5.600381 2.933179

Cartesian forces, eV/Å:
-1.06 0.12 -0.22
0.59 0.04 0.01
-1.49 0.81 -1.18
2.81 -1.70 -1.07
-2.88 -2.09 2.37
-0.97 -0.24 -0.93
3.68 -3.57 0.48
-2.52 2.09 -0.23
0.84 3.21 -0.49
-1.20 -0.32 0.44
0.69 1.19 0.23
0.06 -0.08 1.25
0.97 0.77 -1.38
-0.79 -0.90 0.09
2.90 -0.38 1.88
-1.99 1.11 1.36
-0.41 0.44 0.24
-2.01 1.28 -1.92
0.14 -0.39 1.08
0.74 -0.73 -1.13
-0.47 -2.19 1.35
-1.87 1.64 1.20
1.97 1.54 -2.16
2.53 -0.47 0.23
-0.86 -1.19 2.10
-0.30 -1.12 -2.32
0.97 1.03 -1.84
0.46 0.47 2.57
-0.01 2.14 -0.68
-0.73 -0.03 2.18
0.23 2.56 0.27
0.97 0.60 0.90
0.17 1.55 -0.19
-0.59 0.20 0.78
0.44 -0.70 -0.67
1.69 -0.48 -1.52
-1.35 -2.48 0.07
-2.54 -0.24 -1.13
1.27 -2.04 0.67
-2.06 1.38 0.32
1.74 1.83 0.32
0.84 -1.63 1.86
-1.43 -1.59 -0.67
-0.32 -0.38 -1.94
1.55 0.01 -0.68
0.41 1.22 -0.86
-0.20 -0.66 -0.99
-0.60 -1.33 -0.21
0.00 0.25 0.13
-0.05 -0.06 0.39
-0.65 0.09 0.27
0.16 -1.19 0.41
0.04 -0.25 -0.08
-0.07 0.89 -0.29
0.44 0.23 0.28
-0.07 0.01 -0.17
0.07 -0.11 0.05
-0.02 0.15 -0.09
0.09 -0.14 -0.11
0.15 0.15 -0.23
0.13 -0.13 -0.06
-0.12 -0.16 -0.10
-0.09 0.08 -0.18
-0.04 -0.06 0.28
-0.28 0.21 0.05
0.02 0.64 0.34
0.20 -0.18 -0.47
-0.31 0.28 -0.40
0.30 -0.22 0.49
-0.46 -0.30 0.18
0.16 0.02 -0.02
-0.10 -0.01 -0.12
0.10 -0.06 0.15
-0.02 -0.05 -0.17
0.17 -0.25 0.02
-0.04 -0.11 -0.20
0.13 0.14 -0.15
0.17 -0.03 0.04
-0.11 0.26 0.07
-0.20 0.13 -0.28
0.23 0.38 -0.56
0.04 0.16 0.39
-0.09 -0.55 -0.54
0.19 0.01 0.24
-0.55 0.00 0.09
0.16 -0.01 0.07
-0.07 -0.13 -0.06
0.04 0.08 0.10
0.02 -0.19 0.04
0.06 0.01 0.28
-0.04 -0.23 0.06
0.20 -0.10 -0.09
0.11 0.05 0.08

Computed properties:
E_LUMO = -3.5 eV
Orbital gap = 8.08 eV
F_max = 5.2 eV Å⁻¹
Energy relative to the best compared isomer or geometry (same formula, charge and spin) = 176.4 kcal/mol
Net charge = +1



Q: Among the records above, which one has the lowest energy relative to the best compared isomer or geometry (same formula, charge and spin)?
A: C36H39ClP2Pd



Q: Among the records above, which one has the highest F_max?
A: C4H17NO3